5 unconnected molecules or ions with the total composition C3H16N2O4 at a distorted geometry, computed with the ωB97M-V functional and the def2-TZVPD basis.

Last column: Löwdin charge in e.
Positions of all 25 atoms, in Å:
C  -1.274742  1.822683  -1.915158  -0.02
C  -2.294664  1.051490  -0.780347  -0.08
N  -0.266426  1.851702  1.209925  0.31
C  -0.464526  0.425707  0.844736  -0.07
N  -1.368911  0.099135  0.024026  0.07
H  -1.098696  1.243936  -2.830358  0.07
H  -0.244515  1.707705  -1.442254  0.07
H  -1.602185  2.790933  -2.220892  0.06
H  -2.752313  0.201811  -1.376265  0.12
H  -3.038962  1.778064  -0.522872  0.10
H  0.363266  2.082104  1.975440  0.14
H  -0.967489  2.567170  0.917536  0.15
H  0.409594  -0.108901  1.372264  0.18
H  3.415844  2.662675  0.569310  0.01
H  3.517726  1.198428  0.301975  -0.01
O  3.005195  1.850867  0.634107  0.02
H  3.229080  -2.615567  -1.415830  0.02
H  2.902013  -2.951759  0.058968  0.07
O  3.486631  -2.369889  -0.530292  -0.09
H  0.080520  -3.598222  2.417118  0.07
H  -0.169542  -2.554865  1.210273  -0.08
O  0.245909  -2.716733  2.019470  -0.07
H  -1.474505  -1.397276  -0.251251  -0.01
H  -2.281194  -2.607224  -0.118383  0.04
O  -1.357096  -2.413963  -0.151242  -0.08

Cartesian forces, eV/Å:
C 1.3 -2.7 1.8
C 2.7 -2.9 -4.0
N -1.9 -2.7 -0.8
C 3.2 4.7 2.7
N -1.8 2.5 -0.8
H -0.8 -0.2 0.3
H -1.2 1.2 -0.6
H -0.2 0.8 0.4
H -0.3 1.6 0.6
H -0.1 0.2 1.6
H 0.3 0.1 -0.2
H 0.8 -0.6 0.2
H -1.9 -0.3 -1.2
H 1.6 2.4 -0.3
H 2.8 -3.1 -1.7
O -4.6 0.6 2.1
H -0.1 -0.2 -0.4
H 1.3 1.2 -1.2
O -1.3 -1.0 1.7
H -0.1 1.0 -1.0
H -1.6 -0.7 -2.0
O 1.9 -0.3 3.2
H 0.9 -2.2 0.1
H -1.0 -1.2 0.2
O 0.0 2.0 -0.6

Output
Total energy: -533.93965 Ha
Expectation value of S²: 0.7819
Net charge: +1
Frontier orbital gap (spin up / spin down): 9.69 / 4.79 eV
Spin multiplicity: 2
Highest occupied orbital energy (spin up / spin down): -13.72 / -13.71 eV
Energy relative to the best compared isomer or geometry (same formula, charge and spin): 46.4 kcal/mol
E_LUMO (spin up / spin down): -4.03 / -8.92 eV